Entry 1:
C36H96BN8O20 | the ωB97M-V functional and the def2-TZVPD basis

Each line ends with the Mulliken charge.
Cartesian coordinates (Å):
H  -2.11715  6.48680  -2.05177  0.2351
C  1.82643  -1.35373  0.18972  -0.2844
C  2.49776  -0.70899  3.81192  -1.0785
C  -4.23455  -3.34079  -3.37151  -0.9722
C  -1.20642  -1.38283  -2.75697  0.3090
C  -1.44153  7.34191  -1.95441  -0.6952
C  -7.13034  -1.70326  0.00625  0.2671
O  3.53874  -1.13914  4.63474  -0.4012
C  8.28575  -4.18288  1.55989  -0.7337
H  -4.15322  4.14768  0.91971  0.1365
H  -8.06446  -3.47481  -0.53022  0.2775
H  5.75461  1.52663  -3.10854  0.4406
H  5.11787  -0.74262  2.96525  0.0353
H  2.07006  2.11620  -3.24448  0.5767
H  -2.22659  -3.51818  -1.49137  -0.1441
C  0.56796  -2.20361  0.42699  0.9902
C  -6.31949  2.58668  -2.08845  -1.7836
C  0.51489  6.28941  0.99988  0.2934
C  -5.93091  3.33524  -0.81783  2.2024
H  -0.64872  7.25584  -2.70719  0.3204
H  -0.36703  4.65342  1.90729  0.1059
H  -5.20478  -1.38574  -0.86862  0.1714
H  8.12158  -1.07901  2.27305  0.3111
N  -6.97235  2.95839  0.19522  -0.8100
H  3.36143  2.49514  0.13614  0.5547
H  2.08221  0.38062  -2.93562  0.0673
H  3.41988  -5.28738  2.53672  0.3063
H  4.43221  -1.49369  -2.35415  0.0939
H  -7.00348  5.13333  -0.96176  0.3878
C  -1.17705  1.87208  0.32095  0.6424
O  -1.85463  2.73152  -0.17500  -0.5919
H  -0.01627  7.03761  1.59399  0.3416
O  8.64022  -2.81294  1.53177  -0.4148
C  5.55392  -0.51581  1.98761  -0.8706
C  6.36278  -1.57361  1.27050  1.3745
H  2.17434  -5.15350  1.66726  0.3026
H  -1.30156  -1.73940  -7.72855  0.2373
O  0.51161  -3.39998  0.35065  -0.7700
H  5.88402  -3.40029  0.59433  0.3271
H  -4.42099  -2.27836  -3.57490  0.2857
H  2.62135  6.14188  0.19193  0.3155
H  -1.62911  5.24636  4.65685  0.2911
N  -0.64211  -1.61739  -6.97666  -0.7372
O  -0.97989  2.59905  2.64229  -0.8310
H  -2.61030  -5.52252  1.72553  0.4904
H  -1.90500  -1.39708  -5.40337  0.2001
H  1.20344  4.43617  1.26982  0.1080
H  7.70400  -4.53738  2.41332  0.3181
H  -4.40765  -6.19159  -0.38065  0.3342
H  3.77285  -1.47043  7.98065  0.3613
C  -0.21965  6.19818  -0.32746  0.3823
C  4.77048  1.10348  -3.36010  -0.9972
C  5.28600  -1.18186  -2.96552  -0.5586
N  -4.54316  -5.34385  0.17018  -0.7709
H  -5.48724  5.08255  -1.91037  0.3070
H  2.37303  -1.39936  2.97505  0.3459
H  5.92449  -1.03799  5.83902  0.0903
H  0.22014  -0.30922  -4.80543  0.2652
H  4.56710  -2.40540  0.60450  0.2513
H  -8.21020  -0.68339  1.67486  0.3375
H  -1.49436  -4.37702  1.22229  0.1002
C  -4.10881  5.16248  0.51944  -0.4700
H  -2.06315  -1.84709  -3.26305  -0.1598
C  3.86124  1.40274  -2.10831  1.5677
H  0.17946  -2.13331  -7.27074  0.2375
H  2.61577  0.27613  3.34076  0.3174
C  7.59430  -2.01961  2.05607  -1.1115
H  -7.28125  2.98503  -2.42812  0.3887
H  -1.31468  -1.69026  -1.71817  -0.6935
H  6.11077  0.38225  2.29421  0.5888
C  -0.97027  -1.93237  -5.56619  0.6511
H  3.94263  -2.63037  6.68972  0.2905
H  2.46203  7.05033  1.72032  0.3313
O  -5.53450  0.06659  0.53395  -0.3940
H  4.28999  1.71124  -4.13139  0.3048
O  0.00031  -1.81286  -3.33928  0.6278
H  -8.82891  -2.24393  1.25280  0.4413
H  4.58529  0.65248  4.83523  0.3334
C  0.15667  -1.39382  -4.70391  -1.0982
H  -3.95483  0.55619  -0.66019  0.5056
H  1.55124  -0.63911  4.36302  0.4792
H  6.19360  -0.86435  -2.43539  0.3066
H  -5.18976  -1.92599  0.84740  0.1583
H  -1.77307  -3.93972  -6.19978  0.4082
H  -6.68718  -3.33658  -1.18050  0.0729
O  0.49960  -4.62223  -2.20486  -0.7793
H  0.41812  -3.83811  -2.76329  0.2816
H  -3.33151  -3.65667  -3.89225  0.2259
H  -5.12596  -3.77327  -3.84155  0.3695
H  -5.64728  2.87606  -2.90209  0.3810
H  -6.67482  3.46228  1.03204  0.3527
H  -7.34693  -2.15912  2.14891  0.3094
C  5.05791  -0.71288  6.42891  0.8643
O  -0.75007  0.78526  -0.25359  -0.8380
H  -3.29312  5.32686  -0.19549  0.2199
H  7.27376  -2.33812  3.05689  0.4910
H  0.67795  -4.26568  -1.31668  0.3121
N  0.55601  5.03857  1.76559  -0.3863
H  6.69425  -1.25062  0.27300  -0.1582
O  -0.00614  0.71586  1.92712  -0.8140
O  -4.23476  -3.61630  -1.99425  -0.0860
O  -0.80636  7.42714  -0.69660  -0.4066
H  1.10497  -1.86150  -4.96571  0.4923
C  -3.07590  -4.20960  -1.46193  -0.0131
O  2.99579  -5.65202  1.75233  -0.6282
H  -0.92429  5.35483  -0.28081  -0.3223
H  3.28124  0.41696  5.97050  0.5187
H  -1.77387  -5.89546  0.22134  0.2889
H  5.27498  -2.32338  7.87094  0.3915
H  5.62141  -2.06916  -3.50963  0.3543
H  5.08921  2.96061  -1.68897  0.2550
H  -6.88382  1.98126  0.46650  0.2424
H  6.48373  0.01562  7.77717  0.2596
H  0.43054  5.80586  -1.12745  0.2337
H  -4.96760  2.95552  -0.46524  -0.7581
H  -2.81782  -5.18532  -1.88344  0.3169
H  1.90146  7.61041  0.09339  0.4190
N  -7.13104  -3.16361  -0.27042  -0.6098
H  -7.77629  -1.21563  -0.73050  0.2642
H  -0.13363  -3.92934  -5.54647  0.3418
H  -1.35717  -0.29976  -2.81500  0.3147
O  2.82864  2.33910  0.94248  -0.8532
H  1.71917  1.49314  -1.68106  -0.0685
H  5.67566  1.16875  6.95791  0.2202
C  -3.37546  -4.44716  0.05111  1.3244
C  4.48667  -1.88040  7.26183  -1.4658
H  -1.19238  3.95411  3.95568  0.5385
C  -0.74155  1.79148  1.78688  0.3713
C  1.95998  6.77037  0.79886  -1.5120
N  5.58329  0.25573  7.39205  -0.7465
C  -1.12189  -3.45714  -5.47894  -1.0860
H  -6.40395  1.51674  -1.92533  0.2396
N  4.08853  2.77374  -1.62271  -0.6602
H  -3.99796  1.43968  0.86008  0.1779
O  -5.34604  5.62695  0.05948  -0.4189
H  -5.20928  -4.83423  -0.41455  0.1783
C  -2.21063  -5.08526  0.80590  -1.4745
O  4.83689  -0.18851  -3.85012  -0.3696
H  4.11323  0.60240  -1.41015  -0.7560
C  -5.67880  -1.28358  0.11297  -0.0612
H  9.14072  -4.85933  1.48727  0.2842
H  2.48440  1.44275  0.81170  0.0138
C  -4.17955  0.46547  0.40252  -0.9514
C  -5.95853  4.82555  -0.95354  -0.9726
O  -1.74384  4.29145  4.68406  -0.6750
H  -3.48830  -0.14895  0.98790  0.4882
C  2.38830  1.35002  -2.53251  -0.8115
O  -0.42738  -1.41819  0.75921  -0.9821
O  1.51752  -0.06925  0.28777  1.1891
O  2.93046  -1.75835  -0.04469  -1.0748
H  7.70683  -4.45880  0.66985  0.2682
H  3.67981  3.39394  -2.31652  0.2843
N  5.38937  -2.69069  1.13098  -0.3976
H  -1.33416  -3.75323  -4.44209  -0.0565
C  4.07361  -0.11752  5.42737  -0.7961
B  0.07398  -0.03531  0.62490  1.7870
H  -2.01759  8.25029  -2.11805  0.2642
H  4.66222  -0.19049  1.45061  -0.2558
H  -3.76097  5.78099  1.35510  0.3726
C  -7.89932  -1.67803  1.34150  -1.5599
H  -3.63208  -3.52078  0.56279  -0.4276

For the HOMO-LUMO gap, the calculation gives 8.9 eV. The HOMO energy comes out at -6.993 eV. As for the net charge: -1. For the LUMO energy, the calculation gives 1.91 eV. As for the total energy: -3397.0953 hartree.



Entry 2:
C3H5NO | the ωB97M-V functional and the def2-TZVPD basis

Each line ends with the natural charge from an NBO analysis.
Cartesian coordinates (Å):
H  1.34135  0.62155  -1.18638  0.2260
C  -1.51819  0.13225  0.52986  0.2460
O  -0.23100  -1.53412  -0.68137  -0.6943
H  0.02801  -0.80728  1.18424  0.1979
H  0.25135  1.62623  0.03861  0.2368
H  1.57359  0.75247  0.63924  0.2251
C  0.81142  0.67795  -0.13427  -0.6387
C  -0.18792  -0.45915  0.23270  0.0184
H  0.48790  -1.48413  -1.37530  0.4872
N  -2.55650  0.47422  0.75268  -0.3043

For the HOMO-LUMO gap, the calculation gives 11.9 eV. The HOMO energy comes out at -11.274 eV. The energy relative to the best compared isomer or geometry (same formula, charge and spin) comes out at 1.367 eV. Its structure (SMILES) is C[C@H](O)C#N. For the LUMO energy, the calculation gives 0.64 eV. As for the total energy: -247.2570 hartree.



Entry 3:
C5H11NO | the ωB97M-V functional and the def2-TZVPD basis

Each line ends with the natural charge from an NBO analysis.
Cartesian coordinates (Å):
H  -0.14311  1.70978  -0.90353  0.2361
C  0.20154  0.73205  -0.59590  -0.4602
H  1.66866  0.21369  2.56901  0.2042
H  2.61694  1.42116  -0.40732  0.3484
H  -2.44078  -1.29972  -1.87846  0.2022
H  -0.68504  -1.39304  -1.93581  0.1544
H  -1.32873  -0.49744  0.59230  0.2217
O  -1.70123  -2.38672  -0.48998  -0.7338
H  2.93128  1.59262  1.08131  0.3658
H  -0.99323  -2.40077  0.16723  0.4544
H  -1.97044  0.77097  -0.28788  0.2166
N  2.12177  1.65292  0.45945  -0.8169
H  0.66863  0.21070  -1.43459  0.2204
H  -0.09224  -0.19238  2.18004  0.1989
C  -1.53483  -1.15662  -1.28087  -0.0729
C  -1.17158  0.02270  -0.34935  -0.4401
C  0.84712  0.24751  1.86985  -0.4924
C  1.00527  0.75258  0.64450  0.1932

For the HOMO-LUMO gap, the calculation gives 9.7 eV. The HOMO energy comes out at -8.778 eV. The energy relative to the best compared isomer or geometry (same formula, charge and spin) comes out at 2.510 eV. Its structure (SMILES) is C=C(N)CCCO. For the LUMO energy, the calculation gives 0.95 eV. As for the total energy: -327.0391 hartree.



Entry 4:
C4H6OS2 | the ωB97M-V functional and the def2-TZVPD basis

Each line ends with the natural charge from an NBO analysis.
Cartesian coordinates (Å):
H  -1.44711  -0.08031  2.17636  0.2376
H  -0.41450  -1.40010  1.16554  0.2228
C  -0.47601  0.77063  0.24791  -0.3110
O  3.37439  -0.92176  -0.05025  -0.5181
S  1.46297  0.86816  0.15066  0.1689
S  -2.59749  -0.51993  -0.11961  0.1767
H  -0.56942  1.75478  0.61811  0.2295
H  -0.97826  -0.18009  -1.69820  0.2070
H  -1.72502  1.27102  -1.44317  0.2081
H  1.36385  -1.21394  -0.86097  0.1540
C  -1.41195  0.52167  -0.92239  -0.5173
C  2.17917  -0.67296  -0.43726  0.2356
C  -1.13661  -0.34418  1.10299  -0.4936

For the HOMO-LUMO gap, the calculation gives 9.2 eV. The HOMO energy comes out at -9.055 eV. The energy relative to the best compared isomer or geometry (same formula, charge and spin) comes out at 3.074 eV. Its structure (SMILES) is O=CSC1CSC1. For the LUMO energy, the calculation gives 0.11 eV. As for the total energy: -1027.5186 hartree.



Entry 5:
C3H3NOS | the ωB97M-V functional and the def2-TZVPD basis

Each line ends with the natural charge from an NBO analysis.
Cartesian coordinates (Å):
C  1.82429  -1.67555  -0.27693  0.2539
O  0.26713  1.38932  -0.13218  -0.4081
H  -3.19295  0.64881  0.33452  0.1435
H  -1.73649  1.33380  -0.64748  0.1532
C  1.43440  -0.65457  0.51813  -0.6573
N  1.99902  -2.50911  -1.01936  -0.2848
C  0.88179  0.46255  0.14568  0.8066
S  -3.04649  1.72876  -0.49821  -0.3031
H  1.56928  -0.72402  1.57584  0.2961

For the HOMO-LUMO gap, the calculation gives 9.7 eV. The HOMO energy comes out at -9.759 eV. The energy relative to the best compared isomer or geometry (same formula, charge and spin) comes out at 1.508 eV. Its structure (SMILES) is N#CC=C=O.S. For the LUMO energy, the calculation gives -0.05 eV. As for the total energy: -644.2315 hartree.



Entry 6:
C11H15N | the ωB97M-V functional and the def2-TZVPD basis

Each line ends with the natural charge from an NBO analysis.
Cartesian coordinates (Å):
C  -0.56916  -0.52654  -1.65630  -0.2122
H  -0.25581  -0.70035  -2.68323  0.2075
C  3.06355  0.03567  -2.67948  -0.6033
C  -0.10054  0.29344  2.77081  -0.0393
H  4.39841  0.96968  -4.14207  0.2020
H  -3.24860  0.54070  0.15148  0.2080
H  3.61354  -0.51849  -4.69968  0.1999
H  1.72766  -0.16193  1.84872  0.4102
C  -1.89641  -0.13958  -1.40357  -0.2358
H  -2.61261  -0.00747  3.97731  0.2195
H  3.57734  0.41663  -1.79879  0.2020
C  -2.55474  0.73529  3.18377  -0.6312
H  -3.47462  0.83310  2.60942  0.2181
H  1.26588  -1.24043  -0.95133  0.2169
H  4.95398  -0.58347  -3.56339  0.1973
C  -2.26838  0.15904  -0.11080  -0.1900
C  -1.37186  0.43937  2.30520  -0.0804
N  0.72487  -0.18682  1.78078  -0.5249
H  0.21491  0.40547  3.79613  0.2066
H  2.29840  0.75320  -2.97746  0.2070
H  -2.43442  1.68327  3.72483  0.2165
H  -2.62128  -0.05930  -2.20108  0.2116
H  2.58721  -0.92911  -2.53777  0.1972
C  -0.00763  -0.35014  0.63414  0.1408
C  -1.32814  0.03504  0.92645  -0.0973
C  0.33306  -0.79737  -0.64249  -0.2453
C  4.06394  -0.01744  -3.83520  -0.6014

For the HOMO-LUMO gap, the calculation gives 8.6 eV. The HOMO energy comes out at -7.711 eV. The energy relative to the best compared isomer or geometry (same formula, charge and spin) comes out at 0.510 eV. Its structure (SMILES) is Cc1c[nH]c2ccccc12.CC. For the LUMO energy, the calculation gives 0.92 eV. As for the total energy: -482.8964 hartree.



> Among the records above, which one has the highest HOMO-LUMO gap?

C3H5NO



> HOMO energy of number 4 (C4H6OS2)?

-9.055 eV



> What is the formula in the third record?

C5H11NO